Formula: C19H23AgIN11O3S2
Source: the OMol25 dataset
Level of theory: the ωB97M-V functional and the def2-TZVPD basis

Last column: Mulliken charge in e.
Element x y z (Å)
Ag (-0.1855, -0.3616, -0.2989)  0.2790
N (-0.7539, -0.7194, 1.8938)  -0.2555
N (-0.1622, -1.5948, 2.8429)  0.2534
C (-0.9578, -2.1375, 3.7809)  0.3954
N (-0.3900, -3.1834, 4.4714)  -0.3812
S (-2.6049, -1.7399, 4.0370)  -0.4135
H (-0.7326, 0.2987, 2.1944)  0.1868
H (-1.7488, -0.9673, 2.0021)  0.0484
H (0.8364, -1.6770, 2.8304)  -0.0655
H (0.5699, -3.4586, 4.2874)  0.2024
H (-0.9179, -3.4918, 5.2643)  0.2023
O (0.1906, 4.0652, -1.0019)  -0.7180
S (0.4052, 2.7277, -0.4475)  0.8504
O (1.7485, 2.2941, -0.1328)  -0.6961
N (-0.3528, 1.6030, -1.2169)  0.2429
C (-1.0204, 1.8350, -2.4006)  -0.5923
C (-1.6838, 2.9480, -2.8034)  -0.0346
C (-2.3280, 3.0808, -4.0094)  -1.0863
C (-2.3933, 2.0502, -4.8826)  -0.6587
C (-1.8332, 0.8205, -4.5520)  0.9402
C (-1.8956, -0.3478, -5.3583)  -0.6038
C (-1.2978, -1.5351, -4.9289)  -0.9541
C (-0.7173, -1.5610, -3.6870)  -0.0036
N (-0.6315, -0.4940, -2.9424)  -0.3267
C (-1.1813, 0.6638, -3.3084)  0.5076
C (-0.5070, 2.7584, 1.0966)  0.5043
C (0.1510, 3.2552, 2.1629)  -0.4959
C (-0.4966, 3.2100, 3.3881)  -0.7245
C (-1.8697, 2.8391, 3.4432)  -0.6327
C (-2.5507, 2.5097, 2.3008)  -0.6088
C (-1.8407, 2.4094, 1.0944)  -0.2573
H (-1.7488, 3.7118, -2.0617)  0.4712
H (-2.7160, 4.0459, -4.1900)  0.4260
H (-2.9033, 2.1166, -5.8166)  0.4130
H (-2.4075, -0.3410, -6.2981)  0.4348
H (-1.5200, -2.4377, -5.4833)  0.3267
H (-0.2900, -2.4271, -3.2718)  0.4809
H (1.1948, 3.6276, 2.0480)  0.4496
H (-0.0334, 3.5315, 4.3387)  0.5409
H (-2.3135, 2.7861, 4.3934)  0.4840
H (-3.5615, 2.1886, 2.2970)  0.4209
H (-2.2691, 1.9966, 0.1956)  0.3521
N (2.9542, -5.0548, -2.1493)  -0.8296
N (2.2627, -4.2223, -1.3864)  1.1081
N (2.0783, -4.4336, -0.0987)  -0.6720
C (1.1573, -3.5777, 0.2360)  -0.4285
N (0.8449, -2.7646, -0.8369)  0.2708
N (1.5346, -3.2331, -1.8391)  -0.5470
H (3.9367, -4.8199, -2.1242)  0.2609
H (2.6392, -4.9264, -3.0834)  0.3016
H (0.8110, -3.4188, 1.2337)  0.5917
N (3.1023, -0.4090, 0.8291)  -0.2733
C (2.9344, -0.5107, 2.1420)  0.6281
O (2.7228, -1.5450, 2.7389)  -0.7179
C (3.2136, 0.8670, 2.8032)  -0.7182
I (2.2527, 1.3033, 4.6201)  0.0518
H (2.9172, -1.2319, 0.2388)  0.2053
H (3.0517, 0.4960, 0.3486)  0.2076
H (3.0135, 1.6535, 2.0337)  0.1917
H (4.2928, 0.9296, 3.0233)  0.4653

As for the spin multiplicity: 1. Its frontier orbital gap is 7.65 eV.

Formula: C31H45ClF5LuOP
Source: the OMol25 dataset
Level of theory: the ωB97M-V functional and the def2-TZVPD basis

Last column: Mulliken charge in e.
Element x y z (Å)
Lu (0.4784, -0.6133, -0.0520)  0.7176
Cl (1.4716, -2.4743, -1.3019)  -0.5096
P (-1.8783, 0.4515, -0.7861)  0.0223
C (-1.3478, -1.6382, 0.4933)  -1.0094
H (-1.4769, -1.8558, 1.5814)  0.5341
H (-2.0531, -2.2357, -0.1071)  0.2106
C (-1.6398, 2.3212, -1.0397)  0.4907
C (-3.6121, 0.1566, -0.2655)  -0.1682
C (-1.7995, 3.0708, 0.2926)  -0.6378
H (-0.5739, 2.3895, -1.3323)  0.3457
C (-1.2805, 4.5135, 0.1741)  -0.6538
H (-2.8615, 3.0793, 0.5901)  0.2986
H (-1.2524, 2.5617, 1.1000)  -0.3642
C (-1.8887, 5.2780, -1.0115)  -0.9093
H (-1.4974, 5.0481, 1.1083)  0.4285
H (-0.1849, 4.4858, 0.0716)  0.3231
C (-1.9152, 4.4724, -2.3207)  -0.9998
H (-2.9152, 5.5768, -0.7524)  0.3358
H (-1.3269, 6.2071, -1.1702)  0.4119
C (-2.4382, 3.0352, -2.1402)  -0.5366
H (-2.5397, 4.9891, -3.0609)  0.4022
H (-0.8966, 4.4266, -2.7331)  0.3771
H (-3.5031, 3.0706, -1.8708)  0.3214
H (-2.3754, 2.4985, -3.0974)  0.1019
C (-1.6082, -0.2878, -2.5008)  0.0598
C (-4.6741, 1.0894, -0.8568)  -0.6457
H (-3.8137, -0.8846, -0.5669)  0.9930
C (-6.0510, 0.5571, -0.4544)  -1.0340
H (-4.5389, 2.0938, -0.4327)  0.2372
H (-4.5932, 1.1680, -1.9486)  0.1636
C (-6.1931, 0.4802, 1.0702)  -0.7056
H (-6.8288, 1.2059, -0.8757)  0.4040
H (-6.1765, -0.4416, -0.8944)  0.3569
C (-5.0340, -0.2407, 1.7795)  -0.8448
H (-6.2554, 1.5047, 1.4596)  0.2892
H (-7.1377, -0.0093, 1.3277)  0.4071
C (-3.6623, 0.2171, 1.2669)  -0.1164
H (-5.0904, -0.0517, 2.8575)  0.3802
H (-5.1177, -1.3268, 1.6374)  0.3748
H (-3.4686, 1.2498, 1.5951)  0.1769
H (-2.8656, -0.4125, 1.6771)  -0.3013
C (-0.4907, 0.4172, -3.2899)  0.8576
H (-1.2439, -1.2945, -2.2244)  0.7583
C (-0.1416, -0.3914, -4.5415)  -0.7483
H (-0.8129, 1.4269, -3.5791)  0.3401
H (0.4314, 0.5543, -2.6984)  -1.5808
C (-1.3657, -0.6871, -5.4212)  -0.8679
H (0.6117, 0.1495, -5.1279)  0.3961
H (0.3128, -1.3403, -4.2202)  0.3606
C (-2.5603, -1.2382, -4.6308)  -0.8690
H (-1.6649, 0.2272, -5.9514)  0.3032
H (-1.0862, -1.4129, -6.1933)  0.3847
C (-2.8766, -0.4616, -3.3441)  -0.6725
H (-3.4504, -1.2546, -5.2687)  0.4147
H (-2.3450, -2.2799, -4.3555)  0.3958
H (-3.3034, 0.5226, -3.5930)  0.1864
H (-3.6444, -1.0080, -2.7794)  0.2454
C (2.8733, 0.8409, -2.0356)  0.0878
C (2.8042, 0.8893, -0.7440)  -0.6940
H (2.2406, 1.4965, -2.6463)  0.6006
C (3.5809, -0.0522, 0.1728)  -0.0015
H (2.2313, 1.6702, -0.2157)  0.4300
C (4.8524, -0.5894, -0.5152)  -1.0547
H (3.8259, 0.4498, 1.1221)  0.3082
H (2.9523, -0.9384, 0.4380)  0.1627
C (4.5646, -1.0347, -1.9489)  -0.4743
H (5.5970, 0.2179, -0.5256)  0.3577
H (5.2616, -1.4330, 0.0507)  0.3918
C (3.8996, 0.0665, -2.8012)  -0.9020
H (5.4803, -1.3744, -2.4453)  0.3657
H (3.8712, -1.8849, -1.8994)  0.1462
H (4.6780, 0.7618, -3.1536)  0.3631
H (3.4676, -0.3836, -3.7043)  0.2092
F (-0.3139, 3.4901, 6.0638)  -0.3350
C (0.0007, 2.6559, 5.0433)  0.4529
C (-0.4391, 1.3400, 5.0704)  0.4026
F (-1.0903, 0.8579, 6.1617)  -0.3251
C (-0.2255, 0.5193, 3.9870)  0.0208
F (-0.7663, -0.7264, 3.9340)  -0.3129
C (0.5178, 0.9776, 2.8715)  0.2896
O (0.7151, 0.1994, 1.8276)  -0.7566
C (1.0082, 2.2950, 2.8974)  0.1045
F (1.7198, 2.7687, 1.8343)  -0.3718
C (0.7514, 3.1294, 3.9623)  0.2456
F (1.2058, 4.4038, 3.9581)  -0.3433

Its total charge is -1. As for the spin multiplicity: 1. Its frontier orbital gap is 4.39 eV.

Formula: C2H5BCl2O2
Source: the OMol25 dataset
Level of theory: the ωB97M-V functional and the def2-TZVPD basis

Last column: Mulliken charge in e.
Element x y z (Å)
B (1.0676, -0.7770, -1.3078)  0.5044
C (-1.1689, 1.0540, 1.0357)  -0.2693
C (-0.8386, 1.0272, 2.4517)  -0.1437
O (1.8114, -0.0293, -0.5475)  -0.4319
O (-0.1834, -1.1780, -0.9680)  -0.4692
Cl (-0.3668, -0.5427, 2.9520)  -0.0811
Cl (1.7439, -1.3542, -2.9141)  -0.2718
H (-2.1110, 0.3872, 0.6787)  0.2569
H (-1.5561, 2.0468, 0.8178)  0.3408
H (-0.3656, 0.4460, 0.4466)  -0.0289
H (2.6094, 0.3153, -0.9031)  0.3147
H (-0.6420, -1.3954, -1.7419)  0.2791

As for the spin multiplicity: 1. Its frontier orbital gap is 8.29 eV.

Formula: C25H19BBrF3IrN5O2S
Source: the OMol25 dataset
Level of theory: the ωB97M-V functional and the def2-TZVPD basis

Last column: Löwdin spin population.
Element x y z (Å)
Ir (1.3563, -1.2024, 18.0983)  1.6415
C (-3.2055, 1.8356, 19.3936)  0.0668
C (-2.4955, 1.6689, 18.2168)  0.0049
C (-1.6739, 0.5593, 18.0411)  0.0871
C (-1.3030, -0.2017, 19.1933)  0.0093
C (-2.0634, -0.0032, 20.4059)  0.0715
C (-3.0635, 0.9555, 20.4513)  0.0012
N (-0.1887, -1.0275, 19.2818)  0.3600
N (-0.2656, -1.8364, 20.3322)  0.2614
C (0.8808, -2.5023, 20.5085)  0.0610
C (1.0474, -3.4421, 21.5747)  0.0519
C (2.2928, -3.9620, 21.8182)  0.0243
C (3.3718, -3.5053, 21.0327)  0.0791
C (3.1762, -2.5991, 20.0280)  0.0030
N (1.9209, -2.1420, 19.7281)  0.1176
H (-3.8904, 2.6721, 19.4908)  0.0033
H (-2.5595, 2.4451, 17.4775)  -0.0007
H (-1.2575, 0.2987, 17.0747)  0.0112
H (-1.8511, -0.6305, 21.2582)  0.0056
H (-3.7184, 1.0172, 21.3194)  -0.0011
H (0.1897, -3.6825, 22.1791)  0.0014
H (2.4720, -4.6805, 22.5993)  -0.0003
H (4.3609, -3.8785, 21.2249)  0.0041
H (4.0039, -2.2095, 19.4398)  -0.0008
F (2.0176, 4.9250, 16.4241)  0.0141
C (1.7129, 4.6970, 17.7543)  0.0115
F (2.2912, 5.7176, 18.5119)  0.0021
F (0.3333, 4.8361, 17.8892)  0.0024
C (2.2686, 3.4085, 18.3136)  0.1041
C (3.2919, 3.4269, 19.2430)  -0.0060
C (3.7077, 2.2077, 19.8304)  0.0984
C (3.0126, 1.0551, 19.5114)  0.0212
N (2.0688, 0.9268, 18.5525)  0.2024
C (1.7081, 2.0500, 17.9033)  0.0322
S (0.7422, 2.2365, 16.5407)  0.6333
H (3.7469, 4.3725, 19.5204)  -0.0019
H (4.5569, 2.1803, 20.5084)  0.0052
H (3.2234, 0.1332, 20.0549)  0.0012
B (0.8288, -0.7894, 13.5115)  0.2882
C (0.9404, -0.9716, 15.0277)  0.0475
N (0.9864, -0.9804, 16.2022)  0.1636
H (1.9045, -0.8050, 12.9148)  0.1934
H (0.2736, 0.3028, 13.2537)  0.0303
H (0.3150, -1.7419, 12.9412)  0.1175
Br (5.7375, -1.5491, 15.8056)  0.0053
C (5.0959, -3.3500, 15.7516)  0.0000
C (6.0163, -4.1574, 15.0954)  0.0002
C (5.7638, -5.4886, 14.9343)  -0.0005
C (4.5836, -6.0896, 15.3629)  0.0003
C (3.6393, -5.2713, 15.9692)  0.0009
C (3.8860, -3.9056, 16.2034)  0.0018
C (2.7760, -3.1822, 16.8665)  0.0099
O (3.1459, -1.9469, 17.1781)  0.0607
O (1.6486, -3.6592, 17.1256)  0.0969
H (6.9432, -3.7642, 14.7022)  0.0001
H (6.5107, -6.0642, 14.3943)  0.0000
H (4.4361, -7.1563, 15.2205)  0.0000
H (2.6675, -5.6597, 16.2515)  0.0006

Its total charge is +1. As for the expectation value of S²: 8.82. As for the spin multiplicity: 6. Its frontier orbital gap (spin up / spin down) is 6.94 / 3.16 eV.

Formula: C12H32IMoOP2Si
Source: the OMol25 dataset
Level of theory: the ωB97M-V functional and the def2-TZVPD basis

Last column: Löwdin spin population.
Element x y z (Å)
C (-0.2304, 0.3421, -3.2021)  0.0504
I (1.5213, 0.3623, 1.4749)  0.2189
H (0.6217, 0.4377, -3.8928)  0.0134
H (-0.9190, 1.1837, -3.3586)  0.0191
H (-0.7740, -0.5813, -3.4277)  0.0144
Mo (0.5990, 0.3599, -1.2784)  1.4235
P (0.7473, 2.6927, -1.2031)  0.0363
C (-0.6726, 3.5481, -0.4414)  0.0166
C (2.1855, 3.3083, -0.2734)  0.0058
H (2.3970, 4.3437, -0.5665)  -0.0006
H (1.1617, 4.5404, -2.7259)  0.0013
H (3.0464, 2.6680, -0.4886)  0.0000
H (1.7727, 2.9831, -3.3626)  0.0000
H (-0.7762, 3.1893, 0.5883)  -0.0004
H (1.9668, 3.2509, 0.7970)  0.0017
C (0.9432, 3.4724, -2.8395)  0.0138
H (-0.5202, 4.6342, -0.4415)  0.0028
H (0.0335, 3.3507, -3.4361)  0.0003
H (-1.5911, 3.3107, -0.9908)  -0.0002
P (0.7399, -2.0386, -1.1965)  0.0228
C (-0.6997, -2.8870, -0.4154)  -0.0032
C (0.9232, -2.8375, -2.8013)  0.0098
H (3.0299, -1.9981, -0.4506)  -0.0001
H (2.3798, -3.6735, -0.5236)  -0.0009
H (1.9463, -2.5772, 0.8318)  0.0012
C (2.1672, -2.6366, -0.2365)  0.0004
H (1.7263, -2.3366, -3.3515)  0.0001
H (1.1780, -3.8950, -2.6639)  0.0010
H (-0.5460, -3.9501, -0.3922)  -0.0013
H (-1.6097, -2.6274, -0.9567)  0.0005
H (-0.0017, -2.7619, -3.3797)  0.0002
H (-0.8070, -2.5136, 0.6235)  -0.0009
C (-1.1652, 0.3537, -0.5603)  0.0541
O (-2.3218, 0.3458, -0.1066)  0.1047
C (-0.0262, -1.4564, 3.6193)  0.0024
Si (-1.2670, -0.6689, 2.4653)  0.0072
C (-2.7415, -1.5751, 2.8874)  0.0008
C (-1.3802, 1.0918, 2.9775)  0.0101
C (-0.1042, -0.8202, 0.2594)  -0.0382
H (-0.5020, -1.3921, 4.6161)  0.0004
H (0.9381, -0.9458, 3.7486)  0.0004
H (0.1765, -2.5120, 3.3852)  0.0000
H (-2.8101, -1.3337, 3.9680)  0.0003
H (-3.6574, -1.2128, 2.4025)  0.0000
H (-2.6128, -2.6659, 2.8057)  0.0000
H (-0.4341, 1.6547, 2.9671)  0.0002
H (-2.1455, 1.6703, 2.4359)  -0.0002
H (-1.6677, 1.0135, 4.0460)  0.0024
H (0.5032, -1.5141, 0.9854)  0.0092
H (-0.7211, -0.6967, 1.0789)  -0.0006

Its total charge is +3. As for the expectation value of S²: 2.04. As for the spin multiplicity: 3. Its frontier orbital gap (spin up / spin down) is 6.95 / 6.11 eV.

Formula: C2H2OS
Source: the OMol25 dataset
Level of theory: the ωB97M-V functional and the def2-TZVPD basis

Last column: Mulliken charge in e.
Element x y z (Å)
C (-2.2215, 0.0728, -0.0981)  0.1442
C (1.1901, 0.1439, 0.0817)  -0.3390
O (-1.9307, -1.0231, -0.0138)  -0.1618
S (0.2122, 1.4156, -0.0727)  -0.1857
H (1.8758, -0.0116, -0.7317)  0.2799
H (0.8740, -0.5975, 0.8346)  0.2624

As for the spin multiplicity: 1. Its frontier orbital gap is 8.27 eV.

Formula: C8H13N2O2S
Source: the OMol25 dataset
Level of theory: the ωB97M-V functional and the def2-TZVPD basis

Last column: Mulliken charge in e.
Element x y z (Å)
N (1.5466, 2.5118, 2.4727)  -0.4855
C (0.9641, 1.4392, 1.8861)  0.7878
C (1.7365, 0.3956, 1.3612)  -0.5920
C (1.1348, -0.6629, 0.7031)  -0.4818
C (-0.2562, -0.7254, 0.5587)  0.2736
C (-1.0233, 0.2984, 1.1072)  -0.4518
C (-0.4308, 1.3575, 1.7546)  -0.7087
H (-1.0429, 2.1377, 2.1783)  0.3272
H (-2.0992, 0.2603, 1.0460)  0.3868
C (-0.8905, -1.8696, -0.1917)  -0.9313
C (-1.8048, -1.4074, -1.3155)  -0.6486
H (-2.7311, -0.9840, -0.9324)  0.4207
H (-2.0252, -2.1906, -2.0355)  0.4627
S (-1.1261, -0.0396, -2.2884)  1.1689
O (-1.3004, -0.2340, -3.6779)  -0.5721
O (-1.2605, 1.2339, -1.6934)  -0.4692
N (0.7930, -0.2721, -2.1279)  -0.3847
H (1.1770, 0.5775, -2.5481)  0.4176
H (1.1492, -1.0791, -2.6425)  0.3905
H (1.0514, -0.3086, -1.0986)  0.1438
H (-0.1166, -2.5339, -0.5814)  0.3202
H (-1.4988, -2.4650, 0.4970)  0.3987
H (1.7495, -1.5021, 0.3979)  0.4816
H (2.8081, 0.4120, 1.4880)  0.3276
H (2.5218, 2.4795, 2.7124)  0.2101
H (0.9745, 3.1711, 2.9701)  0.2081

Its total charge is +1. As for the SMILES: Nc1ccc(CCS([NH3+])(=O)=O)cc1. As for the spin multiplicity: 1. Its frontier orbital gap is 8.02 eV.

Formula: C7H14N2OS
Source: the OMol25 dataset
Level of theory: the ωB97M-V functional and the def2-TZVPD basis

Last column: Löwdin spin population.
Element x y z (Å)
C (-0.4804, 1.5987, 0.5498)  0.0765
C (-1.3631, 0.0488, 2.2877)  0.0351
C (-1.6289, 1.7282, -0.1181)  0.2782
C (-0.1257, -0.6435, 1.7804)  0.0798
C (-1.7286, 2.4142, -1.4939)  0.0388
C (1.1272, -0.8943, 2.6831)  0.0171
C (1.6711, -2.1127, -3.0921)  0.0458
N (-0.4130, 0.7959, 1.5943)  0.3512
N (1.2509, -2.3567, -1.7288)  0.4092
O (2.1823, -0.1076, -0.8880)  0.1872
S (1.5457, -1.3624, -0.4955)  0.3552
H (0.4049, 1.9421, 0.0323)  0.0020
H (-2.3927, -0.1563, 1.9308)  0.0054
H (-1.5031, 0.4102, 3.3572)  0.0162
H (-2.6423, 1.3390, 0.2133)  0.0078
H (-0.1355, -1.1267, 0.7735)  0.0288
H (-0.8670, 3.1204, -1.7526)  0.0005
H (-2.6403, 3.0934, -1.5911)  0.0109
H (-1.8260, 1.5896, -2.1467)  0.0115
H (0.8467, -1.4353, 3.5763)  -0.0002
H (1.6712, 0.0865, 2.8980)  0.0012
H (1.7629, -1.6248, 2.0870)  0.0084
H (2.0305, -1.0570, -3.2889)  -0.0003
H (0.8168, -2.4880, -3.7081)  0.0138
H (2.4365, -2.8018, -3.4598)  0.0199

As for the expectation value of S²: 2.02. As for the spin multiplicity: 3. Its frontier orbital gap (spin up / spin down) is 5.00 / 3.38 eV.

Number 1: electronic energy -2806.83540 hartree. Number 2: electronic energy -3819.91511 hartree. Number 3: electronic energy -1174.92912 hartree. Number 4: electronic energy -4788.84809 hartree. Number 5: electronic energy -1888.36267 hartree. Number 6: electronic energy -550.77393 hartree. Number 7: electronic energy -970.55247 hartree. Number 8: electronic energy -857.76711 hartree.